Formula: H4NS
Source: the Open Molecules 2025 dataset
Level of theory: ωB97M-V/def2-TZVPD

Summary:
- Relative energy (zero: lowest compared OMol25 entry of this formula, charge and spin): 0.561 eV
- Charge: -1
- HOMO level: -2.503 eV
- Energy: -455.35408 a.u.

Geometry (Å):
N: 1.64117 2.29398 0.44413
H: 1.48206 1.37947 0.12066
S: -0.93191 -1.31342 -0.23508
H: -0.39662 -1.12242 -1.30895
H: 1.65783 2.16557 1.47684
H: 0.67907 2.53425 0.36379